ORCA calculation (wB97M-V/def2-TZVPD) on the molecule C4H8S at a distorted geometry.

Output
ΔE to the lowest compared entry with this formula, charge and spin ... 24.4 kcal per mole
Multiplicity ... 1
Structure (SMILES) ... C=CCSC

The geometry in XYZ format:
```
13
Properties=species:S:1:pos:R:3:nbo_charge:R:1
C 1.88 -0.03 -0.68 -0.37
C 1.01 -0.10 0.38 -0.23
C -0.06 -1.15 0.44 -0.53
S -1.73 -0.77 -0.45 0.15
C -1.69 0.97 -0.06 -0.75
H 2.81 0.54 -0.73 0.20
H 1.76 -0.66 -1.57 0.19
H 1.21 0.64 1.19 0.21
H -0.45 -1.47 1.44 0.24
H 0.22 -1.92 -0.24 0.23
H -1.16 0.96 0.90 0.21
H -2.64 1.48 0.19 0.23
H -1.17 1.50 -0.81 0.22
```